No. 1
A single C2H6N2O2S2 molecule in a non-equilibrium geometry. Source: the Open Molecules 2025 dataset; level of theory: ωB97M-V with the def2-TZVPD basis set.

Structure (XYZ):
```
14
Properties=species:S:1:pos:R:3:forces:R:3
C -0.02072 0.23110 -0.04920 -1.15 -2.60 2.73
C -0.38290 -0.88746 1.19679 1.76 2.10 -2.84
N 1.16708 0.74299 0.01420 0.14 0.44 -0.30
N -0.91182 0.39381 -1.00594 0.14 0.34 -0.21
O 2.17483 -1.16695 1.32047 0.22 -0.31 0.26
O 0.98559 -2.17631 -0.56465 0.11 -0.24 0.02
S 0.75789 -3.60135 1.95091 0.13 0.22 -0.14
S 1.05903 -2.03230 0.88122 -0.97 -0.13 0.35
H -0.27961 -0.40934 2.15883 -0.03 0.07 0.18
H -1.34267 -1.34324 1.02119 -0.17 -0.19 -0.10
H 1.81926 0.15480 0.62798 -0.06 0.29 -0.10
H 1.55253 1.23562 -0.78081 -0.07 0.02 0.04
H -1.77047 -0.12891 -0.98041 0.08 0.00 0.02
H -0.64628 0.81641 -1.88512 -0.12 -0.01 0.10
```
Forces are in eV/Å.

Summary:
- highest occupied orbital energy (eV) = -8.27
- total charge = 0
- calculated total energy (eV) = -30916.0388
- energy above the lowest of the compared OMol25 structures with the same formula, charge and spin (eV) = 0.000



No. 2
2 unconnected molecules or ions with the total composition C2H6N2O3 in a non-equilibrium geometry. Source: the Open Molecules 2025 dataset; level of theory: ωB97M-V with the def2-TZVPD basis set.

Structure (XYZ):
```
13
Properties=species:S:1:pos:R:3:forces:R:3
N 0.21699 -1.70392 -2.03455 1.61 0.01 0.48
C 1.17660 -1.16413 -1.12060 -0.26 -2.14 0.91
O 2.35652 -1.44726 -1.15045 -1.40 0.68 -0.52
O 0.64696 -0.55613 -0.00451 -0.36 1.14 -1.56
H -0.76494 -1.79535 -1.77846 0.63 0.24 0.25
H 0.63637 -2.56774 -2.40924 -0.57 0.85 -0.03
H -0.04543 0.12648 -0.26330 0.13 -0.91 0.18
N -0.25030 1.21947 1.91778 -1.16 1.15 0.17
C -1.23942 1.70140 1.10431 1.66 -0.31 -0.89
O -1.50025 1.22139 -0.00162 -0.10 0.23 1.09
H 0.08920 1.85991 2.61685 -0.04 -0.26 0.14
H 0.32710 0.43993 1.66448 0.15 -0.22 -0.19
H -1.64942 2.66596 1.45931 -0.29 -0.46 -0.04
```
Forces are in eV/Å.

Summary:
- highest occupied orbital energy (eV) = -10.40
- total charge = 0
- calculated total energy (eV) = -11294.7944
- structure (SMILES) = NC(=O)O.NC=O
- energy above the lowest of the compared OMol25 structures with the same formula, charge and spin (eV) = 0.533



No. 3
A single C2H6N2O3 molecule in a non-equilibrium geometry. Source: the Open Molecules 2025 dataset; level of theory: ωB97M-V with the def2-TZVPD basis set.

Structure (XYZ):
```
13
Properties=species:S:1:pos:R:3:forces:R:3
N -0.58471 -1.59561 0.28586 -2.81 -1.58 2.14
N 0.02073 -0.49111 -0.30466 2.18 -0.24 -1.56
C -0.70814 0.71065 -0.44664 2.11 1.71 0.75
O -1.87111 0.76357 0.24005 0.15 0.17 0.52
O 0.60168 1.49185 0.17344 -2.38 -0.65 -1.03
C 1.14381 0.23124 0.39238 -1.02 -1.77 0.75
O 2.39655 0.03206 -0.11819 0.07 0.26 -0.08
H -1.52798 -1.82037 -0.03891 0.04 1.48 -0.13
H -0.29136 -2.57099 0.28807 2.11 0.85 -0.86
H -0.73634 1.18760 -1.42887 -0.36 -0.26 -0.12
H -2.06354 1.67545 0.48939 -0.11 0.02 -0.22
H 1.18151 -0.07760 1.45115 0.08 0.10 -0.19
H 2.43889 0.46327 -0.98307 -0.06 -0.09 0.01
```
Forces are in eV/Å.

Summary:
- highest occupied orbital energy (eV) = -7.96
- total charge = 0
- calculated total energy (eV) = -11290.8431
- structure (SMILES) = NN1[C@@H](O)O[C@@H]1O
- energy above the lowest of the compared OMol25 structures with the same formula, charge and spin (eV) = 4.484



No. 4
A single C2H6N2O3 molecule in a non-equilibrium geometry. Source: the Open Molecules 2025 dataset; level of theory: ωB97M-V with the def2-TZVPD basis set.

Structure (XYZ):
```
13
Properties=species:S:1:pos:R:3:forces:R:3
C -1.60097 0.19932 0.73410 0.94 -1.01 0.16
O -0.16715 0.19951 0.97783 -0.32 1.00 1.83
N 0.45827 -0.76220 0.26140 4.27 -1.42 -1.68
C 1.54945 -0.13189 -0.67790 -4.34 -0.09 -1.38
N 2.81759 0.08120 -0.00335 0.36 1.41 0.72
O 3.32535 -0.90811 0.46110 0.30 -1.09 0.24
O 3.26262 1.20023 0.13412 -0.20 0.17 -0.42
H -2.10000 0.53109 1.70236 0.58 -0.54 -1.42
H -1.85194 -0.88184 0.39839 -0.08 2.06 0.52
H -1.62460 0.96153 -0.04790 -1.32 -0.28 -0.10
H 1.21654 -1.19608 0.84621 -1.80 -0.24 0.52
H 0.98512 0.75855 -1.05590 1.52 -0.27 0.34
H 1.70975 -0.84063 -1.51314 0.10 0.32 0.67
```
Forces are in eV/Å.

Summary:
- highest occupied orbital energy (eV) = -10.26
- total charge = 0
- calculated total energy (eV) = -11288.0926
- structure (SMILES) = CONC[N+](=O)[O-]
- energy above the lowest of the compared OMol25 structures with the same formula, charge and spin (eV) = 7.234



no.,LUMO energy (eV)
1,0.06
2,0.72
3,0.68
4,-0.06